Entry 1:
CH3N3O2 | ωB97M-V/def2-TZVPD

Each line ends with the Mulliken charge.
CARTESIAN COORDINATES (ANGSTROEM)
C 0.4225 0.7451 0.6468  -0.566
N -2.9627 -0.2831 -0.3249  -0.183
N -2.2150 0.4763 -0.0521  0.175
N 0.7414 -0.3694 0.1043  0.708
O 0.6244 -1.5071 0.5367  -0.684
O 1.2924 -0.2694 -1.1804  -0.451
H 0.5965 1.6568 0.1138  0.325
H 0.0267 0.7278 1.6398  0.321
H 1.4738 -1.1770 -1.4839  0.355

As for the total energy: -354.56383 Eh. As for the charge: 0. As for the maximum force: 1.898 eV/Å. Its energy relative to the best compared isomer or geometry (same formula, charge and spin) is 3.2578 eV. The structure (SMILES) is C=[N+]([O-])O.N#N.



Entry 2:
C7H13N | ωB97M-V/def2-TZVPD

Each line ends with the Mulliken charge.
CARTESIAN COORDINATES (ANGSTROEM)
C 0.7437 1.1585 -1.5201  -1.282
C 0.6319 0.8951 -0.0486  0.419
C -3.2603 -0.5837 0.2489  -0.304
C 0.3386 1.8578 0.8220  -0.879
N -2.2090 -0.4049 -0.4004  -0.411
H 0.0115 0.5619 -2.0620  0.285
H 1.7358 0.8918 -1.8826  0.289
H 0.5746 2.2116 -1.7335  0.417
H -3.9710 -1.3208 -0.1223  0.245
H -3.5662 -0.0086 1.1331  0.213
H 0.1430 2.8683 0.5006  0.264
H 0.2414 1.6659 1.8774  0.325
C 0.8341 -1.6366 -0.5326  -1.249
C 1.0563 -0.4954 0.4157  0.943
C 1.7484 -0.6535 1.5384  -1.183
H -1.4724 0.2095 0.0713  0.303
H 1.4373 -1.5257 -1.4325  0.257
H -0.2107 -1.6592 -0.8418  0.320
H 1.0690 -2.5839 -0.0526  0.407
H 2.0600 -1.6281 1.8785  0.312
H 2.0640 0.1798 2.1433  0.310

As for the total energy: -329.19630 Eh. As for the charge: 0. As for the maximum force: 2.188 eV/Å. Its energy relative to the best compared isomer or geometry (same formula, charge and spin) is 2.0451 eV. The structure (SMILES) is C=C(C)C(=C)C.C=N.



Entry 3:
C12H29N4O5 | ωB97M-V/def2-TZVPD

Each line ends with the Mulliken charge.
CARTESIAN COORDINATES (ANGSTROEM)
N 0.5527 -0.9645 0.2720  -0.037
H 1.2411 -0.7050 0.9871  0.307
H 0.8924 -0.7081 -0.7127  0.323
H -0.3244 -0.4670 0.4615  0.337
H 0.4013 -1.9935 0.3238  0.260
C -0.3483 -5.2982 1.8780  -1.073
C -0.1043 -4.0978 0.9695  0.707
O -1.1177 -3.5620 0.4465  -0.709
O 1.0862 -3.7600 0.7420  -0.805
H 0.2750 -5.2172 2.7717  0.287
H -0.0424 -6.1989 1.3441  0.261
H -1.3924 -5.3536 2.1757  0.296
C 1.0953 2.4217 -2.2636  -1.257
C 0.3394 1.0878 -2.2659  0.552
O 1.1322 -0.0138 -2.1366  -0.943
H 1.6813 2.5572 -1.3490  0.226
H 0.3928 3.2627 -2.3626  0.404
H 1.7726 2.4718 -3.1200  0.271
H -0.2122 1.0684 -3.2389  0.271
H -0.4803 1.1211 -1.5041  -0.393
C 3.5681 -0.1949 2.0038  0.062
O 2.3878 -0.2327 2.3171  -0.685
N 4.0646 0.4750 0.9486  0.183
C 5.4018 0.2051 0.4979  -0.920
C 3.1673 1.1556 0.0316  -1.273
H 4.3300 -0.7065 2.6132  0.341
H 5.9836 -0.2548 1.2968  0.330
H 5.9218 1.1161 0.1936  0.280
H 5.4113 -0.4802 -0.3561  0.333
H 3.6066 2.0988 -0.2918  0.343
H 2.8822 0.5370 -0.8297  0.623
H 2.2187 1.3577 0.5256  0.305
C -2.8815 0.9847 0.7296  -0.064
O -1.7596 0.5392 0.8345  -0.749
N -3.2285 2.2803 0.6916  0.173
C -4.5904 2.6971 0.4721  -0.985
C -2.2320 3.3212 0.8156  -0.836
H -3.7673 0.3260 0.7268  0.393
H -5.0876 3.0744 1.3694  0.307
H -5.1691 1.8634 0.0760  0.353
H -4.5783 3.4779 -0.2907  0.331
H -1.2484 2.8617 0.7999  0.149
H -2.3189 3.9961 -0.0378  0.336
H -2.3963 3.8760 1.7411  0.320
C -2.4836 -2.0293 -1.5272  -0.209
C -3.3287 -1.0098 -2.1412  0.210
N -3.9850 -0.1864 -2.5932  -0.544
H -2.3237 -2.8866 -2.1696  0.420
H -2.8902 -2.3296 -0.5639  0.265
H -1.5150 -1.5835 -1.3020  -0.078

As for the total energy: -1069.91394 Eh. As for the charge: -1. As for the maximum force: 0.920 eV/Å.



Entry 4:
C6H14N2O2 | ωB97M-V/def2-TZVPD

Each line ends with the Mulliken charge.
CARTESIAN COORDINATES (ANGSTROEM)
C 0.1024 -0.1807 -3.1537  -1.100
C -2.2754 0.4602 -0.2870  -1.067
C -0.5224 0.5595 -2.0012  0.775
O -0.4291 1.7578 -1.8512  -0.614
N -1.3062 -0.1900 -1.1660  -0.213
H 0.1488 -1.2533 -2.9337  0.312
H -1.5075 -1.1658 -1.2959  0.212
H -2.4659 -0.1688 0.5885  0.366
H -0.5824 -0.0475 -3.9854  0.300
H 1.0860 0.1830 -3.4169  0.312
H -1.9161 1.3684 0.1799  0.342
H -3.1814 0.6512 -0.8510  0.385
C -0.5636 -0.0455 2.6692  -0.972
C 2.6373 -0.4061 0.6465  -1.084
C 1.7613 0.0916 1.7759  0.796
O 2.2154 0.7570 2.6870  -0.643
N 0.4499 -0.2483 1.6737  -0.089
H 0.2055 -0.6780 0.7906  0.147
H -0.1585 0.4266 3.5537  0.348
H 2.3188 -1.3699 0.2580  0.333
H -1.3055 0.6654 2.2943  0.276
H -1.0355 -0.9774 2.9562  0.320
H 2.6586 0.3486 -0.1300  0.227
H 3.6654 -0.5382 0.9984  0.331

As for the total energy: -497.03054 Eh. As for the charge: 0. As for the maximum force: 0.997 eV/Å. Its energy relative to the best compared isomer or geometry (same formula, charge and spin) is 0.7346 eV. The structure (SMILES) is CNC(C)=O.CNC(C)=O.



Entry 5:
C31H39OSi | ωB97M-V/def2-TZVPD

Each line ends with the Mulliken charge.
CARTESIAN COORDINATES (ANGSTROEM)
C -3.6157 -2.9762 -2.9177  -1.488
C -2.0948 -2.8313 -3.0039  0.933
C -1.3766 -4.1562 -2.7447  -1.525
Si -1.4492 -1.4488 -1.9096  -0.430
C 0.4391 -1.3855 -1.8858  1.141
C 1.0227 -0.2879 -0.9914  -0.776
C 0.9543 -1.2363 -3.3126  -1.731
C -2.1584 0.2311 -2.3459  1.004
C -3.1679 0.6896 -1.2934  -1.156
C -2.7108 0.3059 -3.7717  -1.702
O -1.9765 -1.7899 -0.3231  -0.480
C -1.1582 -2.0279 0.7545  1.133
C -0.8700 -3.4558 1.0188  -1.351
C -0.8307 -0.9963 1.5858  -0.594
H -3.9338 -3.7791 -3.5984  0.440
H -3.9365 -3.2519 -1.9025  0.292
H -4.1459 -2.0655 -3.2198  0.231
H -1.8184 -2.4599 -4.0067  0.301
H -1.7318 -4.8982 -3.4735  0.474
H -0.2895 -4.0751 -2.8665  0.311
H -1.5958 -4.5443 -1.7393  0.236
H 0.7279 -2.3703 -1.4776  0.394
H 2.1168 -0.3851 -0.9727  0.510
H 0.7691 0.7192 -1.3544  0.227
H 0.6767 -0.3734 0.0443  -0.481
H 2.0509 -1.2410 -3.2797  0.471
H 0.6281 -2.0474 -3.9729  0.384
H 0.6338 -0.2762 -3.7421  0.322
H -1.2641 0.8710 -2.2803  0.299
H -3.4989 1.7088 -1.5349  0.427
H -4.0541 0.0411 -1.2686  0.253
H -2.7228 0.7172 -0.2893  -0.010
H -2.8246 1.3637 -4.0481  0.431
H -2.0398 -0.1518 -4.5125  0.346
H -3.6979 -0.1683 -3.8560  0.333
H -0.3625 -3.5336 1.9881  0.425
H -1.8262 -3.9957 1.0661  0.280
H -0.2269 -3.9239 0.2492  0.248
H -0.3035 -1.2439 2.5054  0.066
H -1.2009 0.0137 1.3999  -0.152
C 1.3016 1.6528 1.9400  1.130
C 0.2111 1.4805 2.8474  1.177
C -1.0422 2.0712 2.5583  -0.273
C -2.1105 1.9031 3.4287  -1.100
C -1.9501 1.1541 4.6042  -0.481
C -0.7010 0.6013 4.9181  -0.935
C 0.3763 0.7648 4.0551  -0.378
C 2.4813 0.8175 1.8216  0.013
C 3.4708 1.5440 1.0658  0.039
C 4.7498 1.0542 0.8788  -0.496
C 5.0607 -0.2083 1.3973  -0.660
C 4.0938 -0.9464 2.1024  -1.242
C 2.8070 -0.4403 2.3320  0.400
C 2.9185 2.8410 0.7253  0.061
C 1.5884 2.9183 1.2714  0.071
C 0.9421 4.1623 1.2693  -0.324
C 1.5740 5.2598 0.6687  -1.033
C 2.8593 5.1538 0.1141  -0.631
C 3.5525 3.9365 0.1587  -0.570
H -1.1657 2.6555 1.6414  0.488
H -3.0665 2.3814 3.2047  0.435
H -2.7911 1.0217 5.2876  0.439
H -0.5602 0.0576 5.8529  0.448
H 1.3714 0.4231 4.3370  0.703
H 5.4642 1.6580 0.3251  0.457
H 6.0576 -0.6175 1.2492  0.438
H 4.3583 -1.9291 2.4943  0.445
H 2.0786 -0.9964 2.9145  0.475
H -0.0161 4.2834 1.7619  0.598
H 1.0614 6.2256 0.6499  0.411
H 3.3272 6.0208 -0.3502  0.429
H 4.5603 3.8114 -0.2421  0.428

As for the total energy: -1569.17414 Eh. As for the charge: +1. As for the maximum force: 2.121 eV/Å. Its energy relative to the best compared isomer or geometry (same formula, charge and spin) is 0.0000 eV.



Record-wise highest occupied orbital energy values, in eV: -9.28, -8.91, -4.03, -9.51, -10.95